[1]
A structure of composition C23H21FeIN2O5, computed with the ωB97M-V functional and the def2-TZVPD basis.

The geometry in XYZ format:
```
53
Properties=species:S:1:pos:R:3
Fe -0.02753 -0.08368 0.24071
C 1.62184 4.15868 -0.52548
C 0.74029 3.63326 -1.61366
N 0.33827 4.42669 -2.56264
C -0.47736 3.93538 -3.53945
C -0.91396 2.64726 -3.58987
C -1.78071 2.21014 -4.73502
O -3.06158 1.77282 -4.26219
C -0.50041 1.74951 -2.55819
C -0.93235 0.38918 -2.59958
N -0.65836 -0.58676 -1.77455
C -1.08270 -1.87793 -2.21539
C -1.15531 -2.20617 -3.57343
C -1.57432 -3.45345 -3.99872
C -1.91402 -4.43310 -3.07754
C -1.79936 -4.15420 -1.72656
C -1.37764 -2.89866 -1.31233
I -1.13059 -2.58693 0.71997
C 0.34376 2.24069 -1.54548
O 0.75957 1.52652 -0.57297
H 1.95141 5.16337 -0.77853
H 2.47898 3.50327 -0.36980
H 1.07966 4.18497 0.42302
H -0.76714 4.64279 -4.30774
H -1.31038 1.38644 -5.28437
H -1.88498 3.04461 -5.42979
H -3.74422 2.13415 -4.83189
H -1.57944 0.15899 -3.44136
H -0.84442 -1.48669 -4.31837
H -1.61492 -3.66304 -5.05941
H -2.23879 -5.41188 -3.40323
H -2.02811 -4.91205 -0.99007
C 5.53204 -0.48265 4.21555
O 4.58335 0.31946 4.89927
C 3.36421 0.46282 4.33511
C 2.46537 1.27223 5.07252
C 1.21781 1.47899 4.57789
C 0.77011 0.91952 3.34786
C -0.55513 1.17570 2.87241
C -1.55666 2.00278 3.63935
O -1.00028 0.74150 1.78261
C 1.69142 0.09714 2.61184
O 1.41133 -0.48104 1.50115
C 2.99258 -0.10869 3.14747
H 6.42712 -0.47841 4.83032
H 5.75931 -0.06651 3.23175
H 5.16926 -1.50641 4.10130
H 2.79273 1.70464 6.00680
H 0.54842 2.10024 5.15339
H -1.25791 2.30581 4.63520
H -2.48124 1.42929 3.69873
H -1.77079 2.89413 3.04756
H 3.65710 -0.72653 2.56289
```

Summary:
**Orbital gap (spin up / spin down)**: 7.41 / 7.31 eV
**Net charge**: 0
**LUMO energy (spin up / spin down)**: -0.345 / -0.354 eV
**<S²>**: 6.016
**Total energy**: -79898.433 eV
**2S+1**: 5
**HOMO energy (spin up / spin down)**: -7.75 / -7.67 eV
**Energy relative to the best compared isomer or geometry (same formula, charge and spin)**: 0.0 kJ/mol



[2]
A cluster of 2 separate species, C6H12O in total, computed with the ωB97M-V functional and the def2-TZVPD basis.

The geometry in XYZ format:
```
19
Properties=species:S:1:pos:R:3
C -1.44669 -1.81008 -1.33245
C -0.16416 -1.56842 -0.51849
C -0.41583 2.37508 1.64349
C 0.23721 1.24885 2.08779
C 0.15613 -0.05639 1.48739
C -0.10256 -0.21534 0.13488
H -1.45300 -2.70896 -1.94380
H -1.63519 -0.94278 -1.97883
H -2.27394 -1.75106 -0.61710
H 0.69360 -1.72468 -1.21386
H -0.01644 -2.32792 0.25573
H -0.23985 3.32222 2.14121
H -1.24645 2.34189 0.93314
H 1.01428 1.39439 2.85550
H 0.14336 -0.90030 2.17056
H -0.16254 0.61434 -0.56797
H 1.80548 1.20295 -1.27790
H 2.47894 0.60163 -2.58141
O 2.62765 0.90458 -1.67786
```

Summary:
**Orbital gap (spin up / spin down)**: 3.56 / 6.89 eV
**Net charge**: -1
**LUMO energy (spin up / spin down)**: 3.936 / 3.853 eV
**<S²>**: 0.762
**Total energy**: -8461.912 eV
**2S+1**: 2
**HOMO energy (spin up / spin down)**: 0.38 / -3.04 eV
**Energy relative to the best compared isomer or geometry (same formula, charge and spin)**: 89.3 kJ/mol



[3]
The ion C3H3N2O3 with charge -1, computed with the ωB97M-V functional and the def2-TZVPD basis.

The geometry in XYZ format:
```
11
Properties=species:S:1:pos:R:3
O -1.07161 -1.46241 -1.29492
C -0.75688 -0.50397 -0.58991
C -1.32695 0.13077 0.56986
C -0.17875 0.87003 1.12083
O -0.06246 1.68178 2.04327
N 1.02244 0.64313 0.35199
N 0.82047 -0.02606 -0.92385
O 1.49467 -1.24332 -0.97872
H -2.26291 0.31924 0.97989
H 1.50497 1.49042 0.12571
H 0.81702 -1.89961 -1.40416
```

Summary:
**Orbital gap**: 8.28 eV
**Net charge**: -1
**LUMO energy**: 4.277 eV
**Total energy**: -12281.135 eV
**2S+1**: 1
**HOMO energy**: -4.00 eV
**Energy relative to the best compared isomer or geometry (same formula, charge and spin)**: 292.3 kJ/mol



[4]
A cluster of 3 separate species, C3H12O2S in total, computed with the ωB97M-V functional and the def2-TZVPD basis.

The geometry in XYZ format:
```
18
Properties=species:S:1:pos:R:3
C 0.76832 -1.99784 -0.45822
C 0.46941 -0.48953 -0.53639
S 1.72874 0.38048 0.44070
C 1.48016 2.13788 -0.14141
H 0.06191 -2.67283 -1.00416
H 0.72273 -2.36916 0.64848
H 1.79092 -2.22859 -0.80846
H -0.51025 -0.30094 -0.28884
H 0.55351 -0.12176 -1.55758
H 1.39832 2.25444 -1.19697
H 0.54932 2.42732 0.28192
H 2.33065 2.71112 0.16095
O -2.28365 0.84615 -0.94301
H -1.66452 1.00688 -0.24299
H -3.02464 1.50160 -0.72597
O -2.82853 -1.23373 1.30036
H -2.66527 -2.19353 1.23853
H -2.61258 -0.90466 0.40116
```

Summary:
**Orbital gap**: 9.23 eV
**Net charge**: 0
**LUMO energy**: 0.592 eV
**Total energy**: -18235.292 eV
**2S+1**: 1
**HOMO energy**: -8.63 eV
**Energy relative to the best compared isomer or geometry (same formula, charge and spin)**: 76.3 kJ/mol



[5]
A cluster of 13 separate species, H26O13 in total, computed with the ωB97M-V functional and the def2-TZVPD basis.

The geometry in XYZ format:
```
39
Properties=species:S:1:pos:R:3
O -3.08501 0.61690 0.48441
H -3.96450 0.68258 0.11238
H -2.93716 -0.32330 0.58635
O -3.16169 -0.87151 -2.51395
H -3.09090 -1.61703 -3.11012
H -2.55884 -1.07745 -1.79953
O 1.99435 1.98036 -2.74190
H 1.12614 2.07763 -2.35077
H 2.11170 2.77283 -3.26578
O -1.53412 -2.35386 -0.49265
H -0.99858 -2.55152 0.27570
H -2.27729 -2.95365 -0.42794
O -0.05508 0.32946 -0.34516
H 0.27811 0.06191 0.51136
H -0.67644 -0.35756 -0.58625
O -1.49192 1.24463 2.80575
H -1.91903 0.94924 2.00168
H -0.67086 0.75353 2.83573
O 1.46615 0.75981 2.81976
H 2.21727 1.18893 3.22951
H 1.84192 0.01515 2.35017
O 2.60506 -1.54637 1.38881
H 2.94029 -0.92966 0.73804
H 3.38301 -1.84420 1.86032
O -0.81865 2.78486 -1.82073
H -1.49821 3.41504 -1.58134
H -0.93781 2.05912 -1.20809
O 0.52261 3.41543 1.27190
H 1.40227 3.56590 0.92581
H 0.58536 2.57787 1.73100
O 3.11147 -0.07068 -0.92625
H 3.35471 -0.21752 -1.84031
H 2.33353 0.48522 -0.97125
O -0.49041 -2.92674 -2.77774
H -0.91762 -2.57885 -1.99499
H 0.30463 -3.34739 -2.45033
O 0.21780 -2.01589 2.16043
H 1.13898 -1.77052 2.07410
H 0.14874 -2.38270 3.04186
```

Summary:
**Orbital gap**: 10.30 eV
**Net charge**: 0
**LUMO energy**: -0.191 eV
**Total energy**: -27040.474 eV
**2S+1**: 1
**HOMO energy**: -10.49 eV
**Energy relative to the best compared isomer or geometry (same formula, charge and spin)**: 142.1 kJ/mol



[6]
A structure of composition C29H25N4O7PtS2, computed with the ωB97M-V functional and the def2-TZVPD basis.

The geometry in XYZ format:
```
68
Properties=species:S:1:pos:R:3
Pt 0.25597 -1.53047 -1.06218
C -3.14395 3.29136 1.26822
C -3.16431 1.81858 0.94987
C -3.40923 0.87491 1.93480
C -3.32214 -0.48514 1.65569
C -3.00513 -0.90791 0.37603
C -2.87201 0.02574 -0.64362
C -2.93583 1.37618 -0.34882
S -2.66329 -2.63840 0.11654
O -2.98064 -3.27443 1.39216
O -3.50209 -3.03462 -0.99549
N -1.11897 -2.80408 -0.20291
C -0.39074 -3.81056 0.58687
C 0.88709 -3.22615 1.17006
O 1.44541 -3.80706 2.09985
O 1.31247 -2.13725 0.62699
H -3.11514 3.45767 2.34633
H -4.02613 3.80026 0.87020
H -2.26342 3.76119 0.82705
H -3.63798 1.20113 2.94493
H -3.49013 -1.22600 2.42602
H -2.75131 -0.30294 -1.66289
H -2.77431 2.09587 -1.14484
H -0.08587 -4.64510 -0.05437
H -0.99544 -4.20950 1.39560
O 3.96069 0.26942 -2.66877
S 3.19543 -0.34464 -1.60837
O 3.53545 -1.68555 -1.23490
N 1.62577 -0.21358 -1.85039
C 1.08620 0.58732 -2.89127
C 1.64177 1.72974 -3.46842
C 0.96081 2.38985 -4.48811
C -0.24956 1.92537 -4.96769
C -0.81518 0.74532 -4.44878
C -2.00100 0.13504 -4.95232
C -2.40379 -1.09472 -4.40079
C -1.71771 -1.65886 -3.35546
N -0.62760 -1.06532 -2.80001
C -0.13811 0.10323 -3.38247
C 3.55040 0.62092 -0.15276
C 3.70781 1.99604 -0.23140
C 4.01977 2.71510 0.91515
C 4.19197 2.05575 2.12596
C 4.03557 0.68117 2.19329
C 3.69464 -0.04426 1.05607
H 2.61052 2.08141 -3.15243
H 1.40268 3.28050 -4.92382
H -0.76431 2.44892 -5.76739
H -2.55033 0.59555 -5.76448
H -3.26930 -1.61872 -4.78883
H -2.04831 -2.57518 -2.88794
H 3.60156 2.49178 -1.18708
H 4.13661 3.79127 0.86179
H 4.44278 2.61961 3.01826
H 4.17384 0.16332 3.13504
H 3.52494 -1.11467 1.08034
O -0.20525 0.31116 1.26338
N 0.08125 -0.06735 2.43244
C -0.40274 -1.22766 2.94720
C -0.05823 -1.64625 4.21552
C 0.78269 -0.88714 5.00888
C 1.27324 0.29355 4.47308
C 0.91942 0.68229 3.20085
H -1.03285 -1.80113 2.28644
H -0.44800 -2.59681 4.55282
H 1.07843 -1.22396 5.99325
H 1.95820 0.91932 5.03175
H 1.28694 1.56958 2.71031
```

Summary:
**Orbital gap (spin up / spin down)**: 3.89 / 5.98 eV
**Net charge**: -2
**LUMO energy (spin up / spin down)**: 4.408 / 4.407 eV
**<S²>**: 0.768
**Total energy**: -75689.150 eV
**2S+1**: 2
**HOMO energy (spin up / spin down)**: 0.52 / -1.57 eV
**Energy relative to the best compared isomer or geometry (same formula, charge and spin)**: 0.0 kJ/mol



> What is the 2S+1 in the second record?

2